Formula: C4H8O2
Source: OMol25
Level of theory: ωB97M-V/def2-TZVPD

Properties
Energy relative to the best compared isomer or geometry (same formula, charge and spin): 1.8374 eV
LUMO energy: 0.87 eV
E_HOMO: -9.626 eV
SMILES: OCC1(O)CC1
Maximum force: 0.37 eV/Å

```
14
Properties=species:S:1:pos:R:3:nbo_charge:R:1
O 2.02 -0.85 0.18 -0.72
C 1.21 0.05 -0.55 -0.08
C -0.07 0.38 0.19 0.20
O 0.07 1.26 1.27 -0.70
C -1.09 -0.72 0.32 -0.46
C -1.38 0.51 -0.51 -0.43
H 1.47 -1.63 0.34 0.47
H 0.97 -0.33 -1.56 0.17
H 1.81 0.96 -0.67 0.19
H 0.97 1.21 1.59 0.48
H -1.58 -0.82 1.28 0.23
H -0.92 -1.66 -0.21 0.21
H -1.43 0.41 -1.59 0.22
H -2.05 1.24 -0.07 0.23
```

***

Formula: C14H30N5O
Source: OMol25
Level of theory: ωB97M-V/def2-TZVPD

Properties
LUMO energy: -2.63 eV
Charge: +1
E_HOMO: -12.215 eV
Maximum force: 1.25 eV/Å

```
50
Properties=species:S:1:pos:R:3:nbo_charge:R:1
C 4.41 -1.86 0.51 -0.60
C 3.24 -1.03 0.00 -0.40
C 3.09 0.31 0.74 -0.42
C 3.39 1.57 -0.09 -0.39
C 2.17 2.20 -0.75 -0.41
C 1.63 1.38 -1.95 -0.23
N 0.17 1.31 -1.93 -0.55
C -0.49 0.18 -1.80 0.59
N 0.10 -1.05 -1.67 -0.48
C -0.89 -1.89 -1.54 0.27
N -2.09 -1.29 -1.58 -0.35
N -1.84 0.04 -1.75 -0.18
C -2.78 1.15 -1.84 -0.25
C -4.26 0.76 -1.57 -0.22
N -5.20 1.63 -2.28 -0.79
H 4.24 -2.21 1.53 0.21
H 5.34 -1.31 0.41 0.21
H 4.51 -2.73 -0.13 0.21
H 3.40 -0.91 -1.07 0.19
H 2.32 -1.60 0.14 0.19
H 2.13 0.39 1.23 0.21
H 3.82 0.30 1.55 0.22
H 4.18 1.39 -0.82 0.21
H 3.78 2.32 0.58 0.22
H 2.47 3.16 -1.15 0.21
H 1.37 2.37 -0.04 0.21
H 2.03 0.38 -1.88 0.24
H 1.96 1.80 -2.89 0.21
H -0.32 2.18 -2.03 0.42
H -0.69 -2.93 -1.40 0.25
H -3.00 -1.69 -1.48 0.45
H -2.69 1.67 -2.78 0.22
H -2.50 1.85 -1.06 0.22
H -4.42 -0.25 -1.94 0.18
H -4.44 0.82 -0.51 0.21
H -4.82 2.57 -2.32 0.36
H -5.27 1.31 -3.23 0.36
C -1.12 -1.82 2.22 -0.43
C -1.59 -1.45 3.62 -0.43
C -0.75 -0.22 3.91 -0.07
O -0.53 0.42 2.64 -0.54
C -0.92 -0.45 1.59 -0.07
H -1.83 -2.44 1.67 0.21
H -0.17 -2.36 2.27 0.21
H -2.65 -1.20 3.61 0.20
H -1.44 -2.24 4.36 0.23
H 0.22 -0.48 4.33 0.18
H -1.25 0.48 4.58 0.20
H -1.85 -0.07 1.15 0.14
H -0.14 -0.45 0.82 0.18
```

***

Formula: C4H7NO
Source: OMol25
Level of theory: ωB97M-V/def2-TZVPD

Properties
Energy relative to the best compared isomer or geometry (same formula, charge and spin): 1.6520 eV
LUMO energy: 1.11 eV
E_HOMO: -9.785 eV
SMILES: CC(=O)N1CC1
Maximum force: 0.52 eV/Å

```
13
Properties=species:S:1:pos:R:3:nbo_charge:R:1
C 2.08 0.00 -0.03 -0.71
C 0.67 0.31 -0.43 0.71
O 0.37 1.15 -1.25 -0.57
N -0.29 -0.54 0.23 -0.49
C -1.62 -0.52 -0.39 -0.25
C -1.39 0.21 0.87 -0.24
H 2.77 0.69 -0.51 0.23
H 2.19 0.04 1.06 0.24
H 2.31 -1.03 -0.33 0.24
H -2.11 -1.48 -0.37 0.21
H -1.72 0.08 -1.29 0.22
H -1.73 -0.19 1.82 0.21
H -1.34 1.30 0.80 0.21
```

***

Formula: C20H44ClHfN3P2
Source: OMol25
Level of theory: ωB97M-V/def2-TZVPD

Properties
Energy relative to the best compared isomer or geometry (same formula, charge and spin): 4.3357 eV
LUMO energy: -0.42 eV
E_HOMO: -7.449 eV
Maximum force: 9.02 eV/Å

```
71
Properties=species:S:1:pos:R:3:lowdin_charge:R:1
Hf 0.06 -0.09 -0.14 1.02
P -0.38 -2.49 -0.26 0.88
C 0.65 -3.11 -1.64 -0.54
C -0.04 -3.50 1.19 -0.56
C -2.10 -2.59 -0.83 -0.56
C 2.04 -2.50 -1.83 -0.16
H 0.05 -2.84 -2.53 0.11
C 0.77 -4.64 -1.57 -0.12
H 1.56 -4.95 -0.87 0.08
H 1.06 -5.00 -2.57 0.09
H -0.16 -5.14 -1.30 0.05
H 2.00 -1.55 -2.38 0.05
H 2.67 -3.20 -2.41 0.08
H 2.56 -2.32 -0.87 0.05
H -2.06 -2.03 -1.79 0.10
C -3.15 -1.92 0.04 -0.12
C -2.52 -4.03 -1.13 -0.12
H -2.07 -4.40 -2.06 0.07
H -3.61 -4.06 -1.26 0.09
H -2.26 -4.71 -0.31 0.08
H -2.74 -1.17 0.71 0.00
H -3.71 -2.63 0.67 0.09
H -3.89 -1.39 -0.60 0.10
C 1.40 -3.31 1.71 -0.13
H -0.13 -4.50 0.77 0.09
C -1.06 -3.37 2.33 -0.10
H 2.14 -3.70 1.01 0.06
H 1.51 -3.85 2.66 0.09
H 1.62 -2.25 1.90 0.00
H -1.26 -2.32 2.60 0.02
H -0.65 -3.86 3.22 0.09
H -2.00 -3.87 2.08 0.07
Cl 0.34 -0.21 2.50 0.16
H 1.75 -0.26 -0.48 -0.12
H -1.61 0.22 -0.43 -0.06
P 0.38 2.51 -0.19 0.91
C -0.86 3.21 -1.31 -0.53
C 0.26 3.42 1.39 -0.50
C 1.98 2.64 -0.99 -0.59
C -2.27 2.60 -1.34 -0.14
H -0.41 3.00 -2.30 0.11
C -0.97 4.72 -1.13 -0.12
H -1.64 4.98 -0.29 0.08
H -1.42 5.15 -2.04 0.09
H -0.01 5.22 -0.98 0.05
H -2.30 1.65 -1.90 0.05
H -2.96 3.30 -1.85 0.08
H -2.67 2.42 -0.33 0.06
H 1.77 2.15 -1.96 0.10
C 3.14 1.88 -0.33 -0.16
C 2.36 4.10 -1.25 -0.12
H 1.76 4.54 -2.05 0.07
H 3.41 4.12 -1.57 0.08
H 2.28 4.71 -0.34 0.08
H 2.81 1.16 0.43 0.02
H 3.86 2.58 0.14 0.08
H 3.68 1.32 -1.11 0.08
C -1.07 3.28 2.11 -0.10
H 0.31 4.44 1.02 0.08
C 1.43 3.19 2.35 -0.11
H -1.89 3.83 1.64 0.08
H -0.99 3.52 3.16 0.09
H -1.41 2.26 2.14 0.00
H 1.55 2.13 2.63 0.02
H 1.23 3.76 3.28 0.09
H 2.37 3.57 1.93 0.07
N -1.35 1.12 1.06 -0.27
C -2.23 0.54 1.57 -0.57
N -3.12 0.38 2.31 0.13
C -3.02 0.06 3.56 -0.33
N -2.87 -0.21 4.75 0.10
```

***

Formula: C4H5N3
Source: OMol25
Level of theory: ωB97M-V/def2-TZVPD

Properties
Energy relative to the best compared isomer or geometry (same formula, charge and spin): 1.3281 eV
LUMO energy: 0.74 eV
E_HOMO: -9.699 eV
SMILES: N#C[C@H]1CN=CN1
Maximum force: 1.17 eV/Å

```
12
Properties=species:S:1:pos:R:3:nbo_charge:R:1
N 2.56 -0.57 1.27 -0.31
C 1.67 -0.53 0.53 0.25
C 0.62 -0.16 -0.45 -0.17
C -0.71 -0.97 -0.49 -0.25
N -1.67 -0.20 0.30 -0.44
C -1.14 0.93 0.50 0.25
N 0.12 1.16 -0.07 -0.60
H 1.10 -0.15 -1.43 0.24
H -1.06 -1.00 -1.53 0.21
H -0.63 -2.00 -0.13 0.22
H -1.61 1.74 1.05 0.20
H 0.76 1.74 0.46 0.40
```